1.
13
Properties=species:S:1:pos:R:3:mulliken_charge:R:1 method="wB97M-V/def2-TZVPD" relative_energy_kcal_mol=80.10 energy_ev=-26948.45162
C -1.266 0.480 -0.077 -0.78
C -0.447 -0.390 1.114 -0.19
C -0.366 -0.484 -0.959 -0.06
C 1.144 0.218 -0.559 -0.35
C 0.908 0.087 0.825 -0.61
H -0.897 1.595 -0.207 0.21
H -2.367 0.486 -0.093 0.26
H -0.774 -0.437 2.159 0.51
H -0.439 -0.519 -2.131 0.38
H 1.554 0.993 -1.089 0.55
H 1.516 0.924 0.979 0.48
S -0.711 -1.880 0.009 -0.20
S 2.146 -1.072 0.029 -0.19

2.
13
Properties=species:S:1:pos:R:3:mulliken_charge:R:1 method="wB97M-V/def2-TZVPD" relative_energy_kcal_mol=56.87 energy_ev=-26949.45869
C -0.582 0.065 -0.518 -0.54
C -0.497 -0.618 0.748 0.16
C 0.467 1.078 0.063 0.07
C 1.602 0.099 0.316 -0.38
C 0.917 -0.947 0.815 -0.78
H 0.820 -1.448 -1.539 0.13
H -1.641 0.500 -0.670 0.30
H -1.328 -1.261 1.036 0.51
H 0.920 1.937 -0.550 0.40
H 2.656 0.208 0.136 0.40
H 1.338 -2.039 0.976 0.24
S -0.351 -0.855 -1.956 -0.25
S -0.536 1.108 1.460 -0.27

3.
14
Properties=species:S:1:pos:R:3:mulliken_charge:R:1 method="wB97M-V/def2-TZVPD" relative_energy_kcal_mol=73.34 smiles="C#C[C@H](CS)SC=S" energy_ev=-37784.61237
C -0.528 -0.354 -2.538 0.20
C -0.486 -0.038 -1.380 -0.96
C -0.556 0.334 0.000 0.32
C 0.214 1.535 0.363 -0.53
S -0.094 2.297 1.961 -0.20
S -0.351 -1.067 1.210 -0.02
C 0.787 -2.182 0.523 -0.12
S 1.516 -3.321 1.405 -0.20
H -0.742 -0.465 -3.668 0.38
H -1.699 0.462 0.229 0.20
H -0.163 2.432 -0.287 0.27
H 1.272 1.351 0.116 0.34
H -0.134 1.140 2.714 0.12
H 0.966 -2.123 -0.647 0.20

4.
14
Properties=species:S:1:pos:R:3:mulliken_charge:R:1 method="wB97M-V/def2-TZVPD" relative_energy_kcal_mol=20.52 smiles="S=C1SCC=CCS1" energy_ev=-37786.90295
S 0.232 3.472 -1.486 -0.20
C 0.168 1.997 -0.834 0.07
S -1.204 1.541 0.167 -0.03
C -1.529 -0.185 -0.274 -0.80
C -0.753 -1.290 0.382 -0.14
C 0.539 -1.278 0.693 -0.23
C 1.537 -0.154 0.436 -0.81
S 1.410 0.804 -1.134 -0.03
H -1.527 -0.228 -1.360 0.35
H -2.604 -0.302 -0.006 0.36
H -1.344 -2.177 0.611 0.35
H 0.992 -2.149 1.129 0.37
H 2.543 -0.582 0.391 0.39
H 1.539 0.532 1.284 0.35

In eV, the E_HOMO values for the records above are, in order, -8.32 -8.58 -8.76 -8.48.